DFT (ωB97M-V/def2-TZVPD) results for a molecular structure, C41H46GeN3O6OsPS.

```
100
Properties=species:S:1:pos:R:3
Os 1.313 0.479 0.013
O 8.173 -1.604 -0.062
C 7.875 -0.252 0.110
C 6.390 -0.066 0.180
C 5.820 1.154 0.552
C 4.444 1.257 0.613
N 3.634 0.237 0.343
C 4.160 -0.954 0.006
C 5.534 -1.128 -0.102
C 3.194 -2.042 -0.204
C 3.569 -3.381 -0.142
C 2.607 -4.379 -0.264
C 2.991 -5.830 -0.191
O 4.210 -6.017 -0.853
C 1.283 -3.985 -0.453
C 0.989 -2.640 -0.526
N 1.907 -1.679 -0.406
H 9.128 -1.735 -0.114
H 8.273 0.356 -0.723
H 8.333 0.150 1.030
H 6.436 2.004 0.801
H 3.967 2.185 0.907
H 5.967 -2.070 -0.396
H 4.601 -3.662 0.011
H 2.189 -6.452 -0.607
H 3.090 -6.093 0.879
H 4.332 -6.947 -1.078
H 0.496 -4.714 -0.561
H -0.035 -2.325 -0.692
O 0.697 0.414 2.213
N -0.392 0.970 2.665
C -0.401 1.421 3.934
C -1.523 1.996 4.480
C -2.678 2.103 3.712
C -2.656 1.635 2.413
C -1.504 1.065 1.894
S -1.400 0.562 0.222
H 0.526 1.298 4.475
H -1.489 2.362 5.493
H -3.573 2.552 4.109
H -3.525 1.713 1.780
C 2.782 4.825 -2.767
C 3.300 4.412 -1.405
O 2.270 3.937 -0.523
P 1.202 2.779 -0.698
O 0.288 3.098 0.575
C -0.272 4.411 0.845
C 0.205 4.909 2.193
O 0.339 3.256 -1.962
C -0.155 2.361 -2.960
C -1.650 2.547 -3.149
H 3.547 5.409 -3.271
H 1.894 5.445 -2.667
H 2.548 3.957 -3.379
H 3.714 5.273 -0.874
H 4.079 3.648 -1.492
H -1.357 4.281 0.831
H 0.014 5.098 0.048
H -0.079 4.218 2.983
H -0.237 5.882 2.393
H 1.285 5.014 2.196
H 0.083 1.323 -2.660
H 0.369 2.590 -3.891
H -2.184 2.361 -2.219
H -2.011 1.857 -3.909
H -1.856 3.563 -3.475
C -7.180 1.338 0.936
C -6.709 0.416 1.854
C -5.558 -0.312 1.585
C -4.874 -0.086 0.400
C -5.337 0.844 -0.521
C -6.495 1.556 -0.247
Ge -3.150 -1.061 0.020
C -2.930 -1.447 -1.933
C -1.722 -1.211 -2.579
C -1.571 -1.549 -3.913
C -2.629 -2.117 -4.605
C -3.832 -2.366 -3.965
C -3.988 -2.023 -2.631
C -2.568 -2.511 1.279
C -3.425 -3.590 1.469
C -3.026 -4.668 2.243
C -1.788 -4.649 2.868
C -0.944 -3.564 2.702
C -1.324 -2.502 1.901
H -8.096 1.879 1.132
H -7.227 0.252 2.787
H -5.210 -1.043 2.304
H -4.803 1.021 -1.445
H -6.864 2.268 -0.968
H -0.891 -0.751 -2.047
H -0.629 -1.364 -4.408
H -2.514 -2.353 -5.650
H -4.651 -2.823 -4.500
H -4.932 -2.203 -2.134
H -4.404 -3.598 1.009
H -3.689 -5.510 2.373
H -1.491 -5.478 3.491
H 0.007 -3.528 3.211
H -0.633 -1.681 1.756
```

E_LUMO (alpha / beta) in eV: -10.6195 / -10.3441
2S+1: 2
HOMO level (alpha / beta) in eV: -15.864 / -15.864
Charge: +3
⟨S²⟩: 0.96

=====

DFT (ωB97M-V/def2-TZVPD) results for a molecular structure, C41H47BrF4NNiOP2S.

```
99
Properties=species:S:1:pos:R:3
Ni -0.435 0.299 1.027
O 0.254 1.867 0.113
N 1.326 0.105 1.703
C 2.303 1.017 1.611
C 3.041 1.308 2.748
C 2.710 0.672 3.955
C 1.631 -0.181 4.044
C 0.960 -0.468 2.855
S -0.566 -1.277 2.577
H 4.497 -0.885 1.452
H 3.878 1.990 2.710
H 3.272 0.925 4.844
H 1.280 -0.574 4.986
F 5.953 -1.293 -3.400
C 5.481 -1.119 -2.170
C 5.945 -0.061 -1.407
F 6.846 0.773 -1.910
C 5.397 0.145 -0.155
F 5.790 1.220 0.551
C 4.451 -0.709 0.382
P 1.690 2.289 0.414
C 1.821 3.783 1.384
C 2.950 4.601 1.322
C 3.035 5.713 2.145
C 2.002 6.010 3.023
C 0.887 5.188 3.097
C 0.797 4.071 2.284
C 2.539 2.469 -1.139
C 2.765 1.289 -1.850
C 3.211 1.337 -3.160
C 3.416 2.564 -3.773
C 3.151 3.740 -3.086
C 2.703 3.696 -1.777
C 3.992 -1.758 -0.409
Br 2.707 -2.940 0.288
C 4.484 -1.954 -1.687
F 4.027 -2.928 -2.467
H 3.766 4.366 0.652
H 3.908 6.348 2.099
H 2.070 6.884 3.656
H 0.087 5.416 3.789
H -0.063 3.416 2.348
H 2.556 0.333 -1.388
H 3.388 0.420 -3.706
H 3.766 2.605 -4.796
H 3.283 4.696 -3.573
H 2.477 4.621 -1.262
C -5.887 -1.948 1.981
C -5.157 -1.031 2.955
C -4.325 0.023 2.203
C -3.858 -0.499 0.831
C -3.567 -2.000 0.947
C -4.885 -2.760 1.147
P -2.459 0.477 0.174
C -2.939 2.247 0.123
C -4.277 2.570 -0.565
C -4.743 3.993 -0.214
C -3.548 4.913 0.002
C -2.747 4.474 1.239
C -2.863 2.962 1.475
C -2.192 0.044 -1.598
C -3.457 -0.210 -2.455
C -3.614 -1.683 -2.817
C -2.427 -2.183 -3.647
C -1.098 -1.549 -3.200
C -1.159 -1.089 -1.748
H -6.520 -1.340 1.328
H -6.562 -2.619 2.513
H -4.508 -1.628 3.600
H -5.865 -0.528 3.614
H -3.454 0.297 2.807
H -4.916 0.930 2.065
H -4.670 -0.371 0.106
H -2.912 -2.161 1.805
H -3.040 -2.389 0.080
H -4.674 -3.712 1.636
H -5.322 -3.000 0.175
H -2.122 2.659 -0.484
H -5.048 1.853 -0.270
H -4.159 2.477 -1.647
H -5.348 3.973 0.696
H -5.392 4.371 -1.004
H -3.871 5.949 0.111
H -2.913 4.886 -0.889
H -3.109 5.004 2.123
H -1.698 4.751 1.116
H -3.758 2.744 2.059
H -2.020 2.589 2.064
H -1.701 0.954 -1.966
H -3.377 0.372 -3.376
H -4.356 0.152 -1.956
H -4.542 -1.825 -3.374
H -3.718 -2.275 -1.906
H -2.601 -1.955 -4.700
H -2.365 -3.269 -3.575
H -0.858 -0.686 -3.827
H -0.280 -2.258 -3.330
H -0.176 -0.725 -1.420
H -1.393 -1.936 -1.100
```

E_LUMO (alpha / beta) in eV: -3.0518 / -3.0496
HOMO level (alpha / beta) in eV: -10.918 / -10.916
Charge: +1

=====

DFT (ωB97M-V/def2-TZVPD) results for 5 unconnected molecules or ions with the total composition C41H48BrClN2O12P.

```
106
Properties=species:S:1:pos:R:3
N 7.451 -4.521 0.448
C 7.782 -4.244 -0.918
O 8.813 -3.688 -1.239
C 6.796 -4.720 -2.034
C 5.790 -3.605 -2.531
C 5.340 -2.599 -1.434
C 6.092 -1.350 -1.189
C 5.711 -0.338 -0.202
P 6.631 1.272 0.079
O 6.984 1.827 -1.476
Br 5.150 2.803 0.906
C 4.503 -0.579 0.615
C 3.760 -1.804 0.377
C 4.141 -2.829 -0.629
C 3.205 -4.082 -0.791
O 3.642 -5.194 -0.984
C 1.678 -3.742 -0.726
C 0.717 -4.396 -1.613
Cl 1.250 -5.640 -2.782
C -0.695 -3.957 -1.494
C -1.809 -4.591 -2.406
O -2.113 -4.071 -3.496
O -2.402 -5.677 -2.004
C -1.063 -2.927 -0.531
C -2.571 -2.459 -0.481
C -2.651 -1.210 -1.482
C -3.350 0.053 -0.884
O -3.834 0.160 0.214
N -3.369 1.255 -1.768
C -2.104 1.961 -1.721
C -1.977 3.162 -0.868
C -0.723 3.913 -0.734
C 0.484 3.503 -1.482
C 0.371 2.322 -2.338
C -0.895 1.577 -2.471
C -0.116 -2.275 0.416
C -0.525 -1.200 1.464
C -0.301 0.304 0.930
O -1.314 1.119 1.515
C 1.295 -2.717 0.288
C 2.436 -2.110 1.173
O 2.346 -1.916 2.363
H 6.570 -5.037 0.521
H 7.338 -3.654 0.978
H 6.190 -5.626 -1.763
H 7.434 -4.998 -2.923
H 4.899 -4.072 -3.040
H 6.319 -3.030 -3.347
H 7.000 -1.130 -1.814
H 6.189 1.609 -2.011
H 4.158 0.153 1.388
H -3.262 -3.271 -0.850
H -2.911 -2.208 0.553
H -3.088 -1.512 -2.480
H -1.592 -0.891 -1.721
H -3.435 0.845 -2.714
H -2.882 3.495 -0.312
H -0.668 4.802 -0.053
H 1.450 4.055 -1.412
H 1.264 1.968 -2.906
H -0.948 0.674 -3.124
H 0.091 -1.260 2.407
H -1.588 -1.337 1.802
H 0.728 0.602 1.291
H -0.352 0.244 -0.185
H -1.691 0.706 2.311
C -4.447 -1.510 5.316
C -4.070 -0.960 3.965
O -2.913 -0.924 3.599
C -5.186 -0.458 3.088
H -3.545 -1.834 5.838
H -4.936 -0.736 5.908
H -5.109 -2.366 5.196
H -5.705 0.363 3.589
H -5.884 -1.269 2.873
H -4.776 -0.091 2.145
C 5.921 7.974 0.760
C 5.803 6.871 1.781
O 4.724 6.430 2.110
C 7.082 6.338 2.375
H 4.926 8.258 0.419
H 6.400 8.847 1.209
H 6.500 7.627 -0.098
H 7.612 7.138 2.896
H 7.711 5.918 1.588
H 6.846 5.550 3.092
C -2.865 3.837 -5.785
C -3.430 2.469 -5.506
O -3.040 1.807 -4.571
C -4.499 1.957 -6.438
H -2.107 4.073 -5.036
H -2.400 3.854 -6.772
H -3.658 4.585 -5.729
H -4.107 1.890 -7.454
H -5.365 2.622 -6.412
H -4.812 0.963 -6.117
C -8.790 -0.411 6.611
C -8.339 -1.067 5.330
O -7.345 -1.759 5.293
C -9.173 -0.827 4.098
H -8.097 -0.669 7.412
H -8.797 0.674 6.491
H -9.786 -0.767 6.880
H -9.198 0.240 3.867
H -10.186 -1.201 4.257
H -8.732 -1.358 3.254
```

E_LUMO in eV: 1.1544
HOMO level in eV: -4.764
Charge: -1

=====

| no. | strongest force on any atom (hartree/bohr) | M (g/mol) |
| --- | --- | --- |
| 1 | 0.069 | 1002.7 |
| 2 | 0.034 | 878.4 |
| 3 | 0.076 | 907.2 |